1.
Below is a structure of composition C5H7N at a distorted geometry, with properties calculated with ωB97M-V/def2-TZVPD.

The calculation puts the HOMO-LUMO gap at 9.532 eV. The energy above the lowest of the compared OMol25 structures with the same formula, charge and spin comes out at 4.570 eV. The total energy is -249.3053 a.u.

The geometry in ORCA input format:
```
! wB97M-V def2-TZVPD RIJCOSX def2/J DEFGRID3
* xyz 0 1
C -1.2711 -0.0986 0.0525
C -0.2671 -1.2235 -0.1657
C 0.4337 -0.1349 -1.2733
C -0.1286 0.8744 -0.2421
C 0.8997 0.4830 0.8014
N 0.9551 -0.9291 0.3657
H -1.7457 -0.0115 1.0328
H -2.0058 -0.1411 -0.7523
H -0.5134 -2.2853 -0.2758
H 1.4668 0.0674 -1.6183
H -0.3384 1.9228 -0.4440
H 0.6296 0.6101 1.8580
H 1.8951 0.8997 0.6297
*
```


2.
Below is the molecule C5H7N at a distorted geometry, with properties calculated with ωB97M-V/def2-TZVPD.

The calculation puts the HOMO-LUMO gap at 7.975 eV. The energy above the lowest of the compared OMol25 structures with the same formula, charge and spin comes out at 6.301 eV. The total energy is -249.2417 a.u.

The geometry in ORCA input format:
```
! wB97M-V def2-TZVPD RIJCOSX def2/J DEFGRID3
* xyz 0 1
C 1.1402 0.8957 0.7110
C -1.1130 1.0166 0.0294
C 0.9953 0.3175 -0.5141
N 0.2671 -0.8841 -0.8283
C -0.4487 -1.4455 0.3320
C -1.0973 -0.3928 -0.4651
H 0.9484 0.4051 1.6607
H 1.6370 1.8627 0.7738
H -0.8910 1.7587 -0.7385
H 1.3856 0.8219 -1.3972
H -0.1131 -1.2342 1.3444
H -0.7477 -2.4783 0.1683
H -1.9591 -0.6460 -1.0902
*
```


3.
Below is a cluster of 2 separate species, C5H7N in total, with properties calculated with ωB97M-V/def2-TZVPD.

The calculation puts the HOMO-LUMO gap at 8.022 eV. The energy above the lowest of the compared OMol25 structures with the same formula, charge and spin comes out at 3.724 eV. The total energy is -249.3364 a.u.

The geometry in ORCA input format:
```
! wB97M-V def2-TZVPD RIJCOSX def2/J DEFGRID3
* xyz 0 1
C -0.3677 -2.0974 0.0789
C -0.0787 -0.8292 0.3796
C 1.2007 -0.1892 0.7064
C 1.0027 1.1410 0.6907
C -0.4358 1.4827 0.4355
N -0.9785 0.2707 0.2966
H -1.3668 -2.3809 -0.2447
H -0.6226 2.0217 -2.4619
H 0.3916 -2.8759 0.0765
H 2.1098 -0.7442 0.9060
H 1.7664 1.9020 0.8162
H -0.6711 2.1639 -1.7324
H -1.9500 0.1346 0.0526
*
```